[1]
Density functional theory data (ωB97M-V/def2-TZVPD) for 15 unconnected molecules or ions with the total composition C24H26Cl42N at a distorted geometry.

```
93
Properties=species:S:1:pos:R:3:mulliken_charge:R:1
C 6.082 1.789 1.730 -0.06
N 4.874 2.485 1.797 0.10
C 3.721 1.531 1.562 0.77
C 2.207 2.109 1.311 0.13
C 1.607 3.282 2.287 -0.40
C 0.045 3.768 1.979 0.12
C -0.849 3.086 0.749 -0.43
C -0.247 1.900 -0.249 -0.39
C 1.324 1.426 0.073 0.44
C 4.402 0.496 0.488 0.15
C 5.769 0.182 1.399 -0.54
H 7.184 2.173 1.826 0.37
H 4.801 3.521 1.985 0.36
H 3.651 0.890 2.545 -0.35
H 2.201 3.782 3.163 0.29
H -0.484 4.588 2.656 -0.28
H -1.973 3.415 0.544 0.30
H -0.893 1.405 -1.118 0.50
H 1.830 0.591 -0.590 -0.48
H 4.825 1.003 -0.506 -0.08
H 3.760 -0.442 0.163 -0.11
H 5.414 -0.405 2.366 0.32
H 6.647 -0.401 0.890 0.33
C 2.882 -3.235 -1.865 -0.17
Cl 2.385 -1.573 -1.505 -0.14
Cl 4.647 -3.346 -1.978 -0.05
Cl 2.266 -4.349 -0.633 -0.11
H 2.456 -3.520 -2.831 0.39
C -1.865 2.082 -4.452 -0.02
Cl -3.577 2.404 -4.130 -0.13
Cl -1.185 3.332 -5.509 -0.10
Cl -0.954 1.988 -2.935 -0.15
H -1.785 1.119 -4.962 0.29
C -6.682 0.910 -5.384 0.49
Cl -6.675 -0.790 -5.883 -0.13
Cl -6.639 1.974 -6.800 -0.11
Cl -8.103 1.259 -4.385 -0.13
H -5.786 1.097 -4.785 -0.13
C 7.357 0.827 -2.202 0.08
Cl 6.657 -0.799 -2.130 0.01
Cl 8.473 0.964 -3.571 -0.12
Cl 6.079 2.050 -2.315 -0.14
H 7.919 1.001 -1.280 0.21
C 6.652 3.311 5.391 0.97
Cl 6.155 4.973 5.751 -0.12
Cl 8.416 3.200 5.278 -0.12
Cl 6.036 2.196 6.623 -0.06
H 6.226 3.026 4.425 -0.65
C 8.303 -5.317 -0.610 -0.13
Cl 7.718 -3.888 -1.478 0.05
Cl 7.247 -5.687 0.764 -0.14
Cl 8.412 -6.708 -1.702 -0.12
H 9.304 -5.101 -0.226 0.38
C -9.480 -2.530 -3.102 0.27
Cl -9.364 -3.878 -4.246 -0.12
Cl -11.117 -2.423 -2.432 0.00
Cl -8.287 -2.711 -1.804 -0.12
H -9.267 -1.603 -3.639 0.02
C -14.309 -0.770 -1.385 0.15
Cl -16.021 -0.448 -1.064 -0.13
Cl -13.629 0.480 -2.442 -0.11
Cl -13.398 -0.864 0.131 -0.12
H -14.229 -1.733 -1.896 0.18
C -8.398 -6.682 -2.078 0.38
Cl -8.282 -8.030 -3.222 -0.13
Cl -10.035 -6.575 -1.408 -0.11
Cl -7.206 -6.862 -0.780 -0.14
H -8.185 -5.754 -2.616 -0.03
C -13.128 -4.219 -6.033 0.05
Cl -13.641 -2.797 -5.110 -0.08
Cl -12.663 -5.535 -4.942 -0.10
Cl -14.417 -4.746 -7.130 -0.13
H -12.257 -3.944 -6.633 0.27
C 3.074 -0.312 6.329 0.07
Cl 3.081 -2.012 5.829 -0.12
Cl 3.116 0.752 4.912 0.02
Cl 1.653 0.037 7.327 -0.11
H 3.970 -0.125 6.927 0.18
C -3.341 6.713 3.541 0.01
Cl -3.609 7.126 1.838 -0.11
Cl -4.467 5.448 4.059 -0.11
Cl -1.665 6.199 3.800 -0.17
H -3.524 7.606 4.144 0.33
C 11.154 -3.265 -3.546 -0.04
Cl 10.464 -4.796 -2.979 -0.08
Cl 12.036 -3.504 -5.064 -0.12
Cl 9.883 -2.047 -3.750 -0.06
H 11.858 -2.905 -2.791 0.29
C 5.156 4.245 9.820 0.24
Cl 4.606 2.564 9.724 -0.12
Cl 3.797 5.359 9.588 -0.12
Cl 5.953 4.552 11.372 -0.12
H 5.882 4.416 9.020 0.11
```

Output
Orbital gap, eV: 6.415
2S+1: 1
Lowest unoccupied orbital energy, eV: -4.75
Net charge: +1
Molar mass, g/mol: 1817.505
Total energy, Eh: -20312.1838


[2]
Density functional theory data (ωB97M-V/def2-TZVPD) for a single C6H3Br3N2S molecule at a distorted geometry.

```
15
Properties=species:S:1:pos:R:3:mulliken_charge:R:1
N 1.396 -3.413 -0.125 -0.42
C 1.246 -2.278 -0.232 0.23
C 0.963 -0.852 -0.037 0.45
Br 2.849 0.107 -0.170 -0.11
N 0.459 -0.724 1.252 -0.49
C -0.292 0.300 1.586 -0.22
C -0.907 1.356 0.661 -0.51
Br -2.957 1.111 0.782 -0.06
C -0.452 1.183 -0.739 0.23
S -0.182 2.399 -1.818 -0.13
C 0.085 -0.180 -1.103 -0.81
Br -1.389 -1.485 -1.483 -0.04
H -0.583 0.059 2.556 0.50
H -0.886 2.400 0.834 0.61
H 0.650 0.017 -1.964 0.77
```

Output
Orbital gap, eV: 7.790
2S+1: 1
Lowest unoccupied orbital energy, eV: -2.25
Structure (SMILES): N#C[C@]1(Br)N=C[C@H](Br)C(=S)[C@@H]1Br
Molar mass, g/mol: 374.883
Total energy, Eh: -8460.0902


[3]
Density functional theory data (ωB97M-V/def2-TZVPD) for 10 unconnected molecules or ions with the total composition C67H170N22O9P6 at a distorted geometry.

```
274
Properties=species:S:1:pos:R:3:mulliken_charge:R:1
C 4.627 0.212 5.307 -0.67
N 5.498 -0.944 5.134 0.28
C 6.929 -0.672 5.233 -0.93
P 5.067 -2.118 3.979 0.47
O 5.715 -1.873 2.673 -1.20
N 5.655 -3.565 4.563 0.52
C 6.378 -4.519 3.676 -1.00
C 5.695 -3.918 5.953 -1.32
N 3.375 -2.115 3.932 0.90
C 2.584 -1.378 2.926 0.43
C 2.584 -2.563 5.076 -1.17
H 4.380 0.704 4.342 0.12
H 5.085 0.949 6.015 0.44
H 3.662 -0.028 5.740 0.10
H 7.128 -0.202 6.244 0.33
H 7.223 -0.088 4.463 0.22
H 7.467 -1.615 5.150 0.34
H 6.354 -4.084 2.670 0.01
H 7.415 -4.590 4.017 0.38
H 5.914 -5.456 3.697 0.36
H 5.186 -3.175 6.517 0.40
H 5.224 -4.915 6.144 0.33
H 6.720 -4.042 6.283 0.38
H 1.705 -1.985 2.530 0.04
H 2.199 -0.507 3.387 -0.18
H 3.289 -1.132 2.113 -0.57
H 2.336 -1.757 5.849 0.26
H 2.954 -3.456 5.565 0.35
H 1.611 -2.863 4.670 0.32
C -5.907 4.421 -1.146 -1.08
N -6.050 2.983 -1.627 0.49
C -7.285 2.282 -1.223 -1.21
P -5.606 2.921 -3.246 0.54
O -6.388 3.770 -4.181 -0.93
N -3.978 3.327 -3.172 0.58
C -3.089 3.139 -2.051 -0.86
C -3.516 4.230 -4.248 -1.09
N -5.752 1.313 -3.646 1.23
C -4.974 0.236 -3.049 -1.37
C -6.813 0.842 -4.454 -1.23
H -6.268 4.471 -0.083 0.35
H -6.412 5.020 -1.946 0.38
H -4.842 4.534 -1.207 0.26
H -8.218 2.758 -1.576 0.21
H -7.273 2.246 -0.143 0.38
H -7.197 1.273 -1.509 0.40
H -2.632 4.067 -1.713 0.65
H -3.645 2.693 -1.184 0.29
H -2.295 2.416 -2.233 -0.52
H -2.868 5.002 -3.838 0.40
H -3.013 3.684 -5.151 -0.10
H -4.419 4.745 -4.639 0.60
H -4.817 -0.538 -3.804 0.33
H -4.027 0.472 -2.634 0.11
H -5.490 -0.357 -2.328 0.50
H -7.410 1.690 -4.780 0.40
H -7.480 0.188 -3.874 0.34
H -6.401 0.252 -5.296 0.17
C 7.323 -5.223 -0.837 -1.33
N 6.193 -5.464 0.047 0.18
C 6.404 -6.829 0.623 -1.25
P 4.776 -5.360 -0.927 0.33
O 4.892 -6.205 -2.109 -0.95
N 3.589 -5.844 0.071 1.50
C 2.942 -7.131 -0.160 -1.15
C 3.293 -5.208 1.317 -1.22
N 4.609 -3.751 -1.132 0.98
C 3.850 -3.312 -2.339 -1.58
C 5.184 -2.618 -0.388 -0.23
H 7.124 -4.314 -1.397 0.36
H 7.572 -6.022 -1.533 0.34
H 8.175 -5.032 -0.169 0.41
H 6.545 -7.523 -0.169 0.50
H 5.516 -7.166 1.189 0.27
H 7.294 -6.907 1.236 0.34
H 3.549 -7.745 -0.808 0.41
H 2.583 -7.540 0.776 0.41
H 2.075 -6.973 -0.727 -0.02
H 3.920 -4.375 1.590 0.00
H 2.262 -4.886 1.404 0.12
H 3.418 -5.947 2.127 0.50
H 3.880 -4.083 -3.082 0.61
H 2.858 -3.019 -2.031 0.25
H 4.326 -2.474 -2.811 0.37
H 4.381 -2.006 -0.062 -0.55
H 5.852 -2.024 -1.021 0.55
H 5.776 -2.996 0.466 -0.12
C -7.547 -2.652 3.043 -1.05
N -6.183 -2.672 3.555 0.28
C -5.800 -3.834 4.352 -1.05
P -5.069 -1.728 2.903 0.88
O -3.729 -2.219 3.388 -1.17
N -5.266 -1.785 1.274 0.79
C -4.391 -2.780 0.721 -1.56
C -5.614 -0.767 0.349 -1.53
N -5.437 -0.121 3.247 0.31
C -4.554 0.989 2.738 0.23
C -5.917 0.285 4.614 -0.99
H -7.805 -3.704 2.921 0.35
H -7.517 -2.142 2.109 0.31
H -8.247 -2.097 3.748 0.21
H -4.766 -3.641 4.623 0.24
H -5.815 -4.757 3.830 0.37
H -6.407 -3.936 5.296 0.30
H -4.667 -3.071 -0.297 0.00
H -3.280 -2.465 0.593 0.73
H -4.411 -3.662 1.348 0.31
H -6.143 -1.238 -0.494 0.65
H -6.243 -0.011 0.700 0.74
H -4.779 -0.206 -0.088 0.07
H -5.139 1.982 2.731 0.25
H -3.621 0.998 3.278 0.00
H -4.215 0.775 1.728 -0.64
H -5.108 0.623 5.277 0.24
H -6.524 -0.561 4.987 0.35
H -6.601 1.121 4.537 0.32
C 6.446 3.704 1.910 -1.17
N 6.658 2.677 0.937 0.49
C 6.161 1.418 1.402 -0.55
P 6.370 2.942 -0.661 0.92
O 5.009 3.378 -1.015 -1.06
N 7.491 4.195 -1.091 0.15
C 8.892 3.999 -0.647 -0.95
C 7.356 4.920 -2.336 -1.00
N 6.783 1.513 -1.427 0.61
C 5.862 0.913 -2.419 -0.97
C 7.948 0.753 -1.141 -0.88
H 7.053 3.475 2.774 0.37
H 5.415 3.875 2.203 0.21
H 6.817 4.571 1.441 0.50
H 6.930 1.168 2.193 0.17
H 6.001 0.692 0.642 0.12
H 5.208 1.525 1.909 -0.16
H 9.557 3.314 -1.196 0.23
H 9.391 4.986 -0.726 0.39
H 8.860 3.659 0.453 0.26
H 7.751 4.327 -3.180 0.31
H 6.308 5.019 -2.500 0.28
H 7.871 5.906 -2.340 0.32
H 4.998 1.564 -2.509 0.26
H 6.435 0.850 -3.378 0.40
H 5.421 -0.002 -2.058 0.18
H 8.438 1.094 -0.235 0.33
H 8.714 0.907 -2.021 0.24
H 7.656 -0.288 -0.991 0.18
C -2.706 -6.588 -3.923 -1.09
N -3.089 -5.491 -3.101 0.51
C -4.310 -4.823 -3.353 -0.46
P -1.937 -4.640 -2.241 -0.44
O -2.595 -3.328 -1.888 -0.55
N -1.432 -5.624 -0.982 0.45
C -0.297 -5.074 -0.210 -1.08
C -2.422 -6.451 -0.302 -0.98
N -0.541 -4.339 -3.077 1.41
C -0.335 -3.049 -3.785 -1.01
C 0.340 -5.432 -3.560 -1.04
H -2.320 -6.256 -4.877 0.27
H -3.452 -7.411 -3.964 0.34
H -1.828 -7.083 -3.467 0.34
H -4.204 -4.155 -4.242 0.24
H -4.539 -4.268 -2.486 -0.20
H -5.139 -5.524 -3.470 0.34
H -0.633 -4.407 0.600 0.42
H 0.330 -5.847 0.300 0.34
H 0.385 -4.418 -0.782 0.01
H -3.040 -6.888 -1.034 0.38
H -1.892 -7.237 0.257 0.31
H -3.028 -5.825 0.326 0.20
H -1.114 -2.354 -3.491 -0.10
H 0.623 -2.594 -3.498 -0.04
H -0.473 -3.312 -4.841 0.68
H 0.299 -6.283 -2.899 0.41
H 1.454 -5.045 -3.616 0.11
H -0.071 -5.813 -4.510 0.24
C -4.439 7.654 4.862 -1.80
C -4.808 6.299 4.220 1.51
C -5.963 5.660 5.028 -1.72
C -5.302 6.601 2.776 -1.26
C -4.183 6.936 1.785 -0.86
C -3.098 5.860 1.924 -1.25
C -2.583 5.588 3.313 2.51
C -1.727 4.271 3.079 -1.33
C -1.674 6.735 3.757 -2.03
N -3.687 5.337 4.216 0.64
O -3.185 5.264 5.574 -0.60
H -3.852 7.370 5.779 0.26
H -4.000 8.273 4.143 0.50
H -5.413 8.115 5.234 0.45
H -6.976 6.227 4.845 0.34
H -5.981 4.565 4.818 0.24
H -5.791 5.741 6.100 0.42
H -5.758 5.709 2.335 0.17
H -5.995 7.425 2.941 0.53
H -4.536 6.903 0.736 0.39
H -3.814 7.945 2.049 0.41
H -2.256 6.001 1.164 0.49
H -3.615 4.984 1.503 0.23
H -2.353 3.320 3.285 -0.06
H -0.834 4.186 3.723 0.21
H -1.269 4.189 2.092 -0.02
H -1.242 6.473 4.673 0.54
H -2.188 7.691 3.834 0.25
H -0.858 6.910 3.070 0.42
H -3.307 4.373 5.936 0.28
C 0.828 0.977 -5.112 -1.51
C -0.273 1.996 -5.482 1.68
C -0.248 3.126 -4.421 -1.48
C 0.147 2.600 -6.901 -1.43
C -0.047 1.664 -8.065 -0.48
C -1.531 1.209 -8.065 -1.52
C -1.850 0.536 -6.713 1.57
C -3.387 0.135 -6.688 -1.57
C -1.141 -0.789 -6.484 -1.53
N -1.636 1.523 -5.660 -0.15
O -2.049 0.885 -4.460 1.63
H 1.158 0.422 -6.026 0.44
H 1.683 1.537 -4.742 0.63
H 0.467 0.218 -4.382 -0.06
H -0.568 2.895 -3.446 -0.24
H 0.780 3.396 -4.394 0.79
H -0.925 3.988 -4.732 0.17
H -0.494 3.413 -7.114 0.42
H 1.167 2.992 -6.731 0.36
H 0.149 2.250 -9.008 0.42
H 0.657 0.807 -8.006 0.34
H -1.675 0.420 -8.826 0.36
H -2.278 1.955 -8.175 0.41
H -3.574 -0.468 -7.595 0.57
H -4.034 1.136 -6.697 0.27
H -3.589 -0.384 -5.745 0.12
H -0.139 -0.805 -6.907 0.38
H -1.740 -1.598 -6.900 0.51
H -1.023 -0.977 -5.373 -0.17
H -2.929 1.279 -4.345 -0.51
C -1.339 0.267 -0.969 0.57
C -0.176 -0.309 -0.159 1.88
C -0.833 -1.369 0.845 -0.61
C 0.771 -1.140 -1.050 0.60
C 1.759 -0.228 -1.804 1.22
C 2.527 0.601 -0.748 -0.47
C 1.533 1.486 0.044 2.40
C 2.318 2.240 1.093 -1.17
C 0.832 2.547 -0.870 -0.55
N 0.620 0.574 0.697 0.64
O -0.321 1.364 1.414 1.22
H -0.881 0.775 -1.816 -1.49
H -2.050 -0.477 -1.254 0.01
H -1.750 1.061 -0.406 0.11
H -1.553 -0.836 1.537 0.31
H -1.434 -2.034 0.279 -1.41
H -0.138 -1.972 1.381 -0.32
H 1.428 -1.768 -0.434 -0.21
H 0.138 -1.760 -1.640 -0.56
H 2.530 -0.847 -2.375 0.28
H 1.286 0.423 -2.589 -1.32
H 3.310 1.211 -1.126 0.13
H 2.938 -0.181 -0.065 -0.86
H 1.743 3.011 1.672 0.02
H 3.159 2.780 0.676 0.40
H 2.611 1.507 1.911 -0.42
H 1.535 3.298 -1.228 0.61
H 0.100 3.030 -0.233 -0.39
H 0.263 2.164 -1.693 -0.55
H -0.117 0.994 2.279 -0.72
C -0.121 0.538 4.736 0.35
C -1.295 0.937 5.519 -1.31
C -1.106 2.169 5.953 -0.56
N 0.160 2.595 5.616 0.06
C 0.763 1.571 4.932 -1.00
H 0.090 -0.311 4.083 0.77
H -2.213 0.389 5.612 0.48
H -1.699 2.868 6.550 0.50
H 0.551 3.515 5.689 0.30
H 1.742 1.746 4.442 0.51
```

Output
Orbital gap, eV: 8.969
2S+1: 1
Lowest unoccupied orbital energy, eV: 0.51
Structure (SMILES): CN(C)P(=O)(N(C)C)N(C)C.CN(C)P(=O)(N(C)C)N(C)C.CN(C)P(=O)(N(C)C)N(C)C.CN(C)P(=O)(N(C)C)N(C)C.CN(C)P(=O)(N(C)C)N(C)C.CN(C)P(=O)(N(C)C)N(C)C.CC1(C)CCCC(C)(C)N1O.CC1(C)CCCC(C)(C)N1O.CC1(C)CCCC(C)(C)N1O.c1cc[nH]c1
Molar mass, g/mol: 1614.086
Total energy, Eh: -6584.7957


Relative energy (zero: lowest compared OMol25 entry of this formula, charge and spin), record by record: 253.1 0.0 44.5 kcal per mole
HOMO level, record by record: -11.1626 -10.0394 -8.4619 eV